The following is a quantum chemistry calculation of a 2-piece molecular cluster, C16H24BN2O7P overall, from the Open Molecules 2025 dataset.

Geometry (Å):
C1 -1.19077 0.50964 -0.23598
C2 5.34936 -3.20843 -2.66535
B1 2.02722 0.02988 -1.67594
C3 -3.18770 3.90713 2.71467
C4 0.67893 1.87238 -0.64303
H1 -1.69345 2.89939 3.61482
C5 -2.76037 0.71667 1.56613
O1 -0.85112 -0.70017 -2.33119
O2 1.40295 2.82798 -0.63836
H2 6.06532 -1.62546 -3.94568
O3 -5.83094 1.43026 1.42679
H3 -5.21480 1.87104 3.27759
H4 6.33504 -3.25061 -4.59712
O4 -3.58155 -2.31626 0.99431
O5 3.10937 0.74184 -2.14728
O6 -4.38474 -0.88704 -0.97971
O7 5.32283 -2.37999 -1.50187
H5 5.68005 -5.29467 -3.15857
N1 -2.53693 2.61640 3.13015
C6 5.69074 -4.64080 -2.28585
C7 -2.31125 0.00836 0.41550
C8 6.32833 -2.65096 -3.68623
H6 -0.39439 3.17896 1.68199
H7 -4.36870 -0.66614 1.98667
N2 0.75503 0.76424 -1.53316
H8 -3.46461 -3.25599 0.81698
C9 -0.47818 0.04973 -1.47517
H9 4.33769 -3.16943 -3.07200
H10 3.20587 -1.67661 -1.08171
H11 6.68573 -4.68625 -1.83425
P1 -3.01877 -1.53229 -0.34525
C10 -3.96578 0.26466 2.35174
H12 1.60090 -1.72915 -0.36806
H13 -5.36577 3.94136 2.72435
H14 7.34117 -2.64097 -3.27355
H15 6.20397 -2.38615 -1.11259
H16 1.84913 -2.14645 -2.08986
C11 -4.53560 4.17559 3.39227
H17 -3.32295 3.87835 1.63293
C12 -5.08708 1.27635 2.36106
H18 3.77759 0.86711 -1.46528
H19 -2.51260 4.73447 2.93883
C13 -0.92923 2.30112 1.33722
C14 2.15012 -1.47901 -1.27985
C15 -0.50197 1.61607 0.22945
H20 -3.65996 0.10030 3.39028
H21 -4.64799 3.58870 4.30258
H22 -4.62681 5.23545 3.63245
H23 -4.37963 0.07634 -0.93572
C16 -2.07153 1.86645 1.99501
H24 4.97781 -5.02340 -1.55519

As for the LUMO energy: -0.30 eV. Its structure (SMILES) is CCNc1cc2c(c(P(O)O)c1CC=O)C(=O)N(B(C)O)C2=O.CC(C)O. Its net charge is 0. For the frontier orbital gap, the calculation gives 0.3153 Eh. As for the multiplicity: 1. The value obtained for the molar mass is 398.161 g mol⁻¹.

Listed below, in e, are the Löwdin charges computed for each atom: -0.095 -0.495 -0.515 -0.228 -0.334 0.110 -0.109 0.123 0.152 0.080 0.069 0.094 0.081 -0.292 0.159 -0.261 -0.070 0.080 0.008 -0.060 -0.177 -0.059 0.139 0.089 0.182 0.042 -0.365 0.134 0.043 0.081 0.903 -0.095 0.073 0.063 0.081 0.090 0.080 -0.105 0.118 -0.252 0.114 0.108 0.069 0.028 -0.072 0.130 0.070 0.071 0.055 -0.213 0.079

=====

The following is a quantum chemistry calculation of C12H16N3NiO4S as an isolated structure, from the Open Molecules 2025 dataset.

Geometry (Å):
C1 -0.80470 -2.96500 -4.01470
N1 -0.09760 1.77570 0.02710
C2 -2.40020 1.62790 0.25510
H1 -2.59010 -3.28880 -1.81460
H2 -4.28300 1.58830 0.54190
H3 2.63790 -0.99570 -3.32850
H4 -2.06210 4.45830 0.36520
H5 0.16010 5.58360 0.19660
C3 2.57370 -2.64140 -1.39560
C4 1.08130 2.35260 -0.09630
H6 2.27210 -2.45610 -4.25960
H7 2.36640 -3.53050 -0.80320
H8 3.47950 -2.80770 -1.97420
C5 1.86490 -1.73390 -3.54930
H9 0.13740 -3.45810 -4.22500
O1 3.35330 1.67050 -0.45060
S1 -0.03200 -2.48500 -0.11670
H10 -2.18690 -1.65330 -1.25510
C6 0.22860 -2.39570 -1.85150
C7 -1.20230 2.50620 0.19290
H11 2.73280 -1.79080 -0.72550
Ni1 -0.19530 -0.30100 -0.16130
O2 -2.28100 0.42000 0.08670
N2 1.47880 -2.37400 -2.30630
H12 2.21630 4.16260 -0.12780
C8 2.20300 1.32010 -0.39180
C9 -1.15360 3.89170 0.24950
O3 -3.54270 2.21760 0.48030
H13 -1.60060 -3.70070 -4.13610
H14 1.02470 -1.21330 -3.99830
O4 1.72330 0.15700 -0.59170
H15 -0.97490 -2.16330 -4.73480
H16 -2.82430 -1.90490 -2.89690
N3 -0.84090 -2.46440 -2.65400
C10 0.09120 4.50720 0.14320
C11 -2.18170 -2.32240 -2.12210
C12 1.23080 3.73410 -0.03240

As for the LUMO energy (alpha / beta): -4.03 / -4.61 eV. Its net charge is +1. For the frontier orbital gap (alpha / beta), the calculation gives 0.3026 / 0.2813 Eh. As for the multiplicity: 3. The value obtained for the molar mass is 357.037 g mol⁻¹.

Listed below, in e, are the Löwdin charges computed for each atom: -0.029 0.088 -0.423 0.109 0.166 0.108 0.129 0.125 -0.079 -0.121 0.105 0.080 0.104 -0.028 0.092 0.112 0.783 0.025 -0.646 -0.153 0.076 0.643 0.043 -0.182 0.135 -0.581 0.045 0.199 0.105 0.089 -0.117 0.103 0.103 -0.191 0.006 -0.081 0.059

=====

The following is a quantum chemistry calculation of a 2-piece molecular cluster, C6H16O overall, from the Open Molecules 2025 dataset.

Geometry (Å):
H1 -2.44932 -0.68301 -1.97242
H2 -2.24202 0.81036 0.75072
H3 3.46095 -0.11006 -0.01978
H4 2.22221 -0.94490 -0.84551
H5 -1.77502 1.58759 -2.72806
C1 1.92120 -0.03807 2.44501
C2 2.61074 -0.65658 0.12000
C3 1.61732 0.16463 0.98012
H6 1.46679 -0.92076 2.81398
H7 -3.59322 0.38814 -0.14661
C4 -1.75306 -0.09216 -1.23044
H8 2.98724 -1.46906 0.93396
H9 0.47885 0.11670 0.73826
H10 1.35500 0.88316 2.92205
C5 -1.34370 1.28193 -1.77347
O1 -0.63974 -0.90767 -0.84407
H11 -2.48391 -0.84537 0.69623
H12 1.85480 1.30200 0.93092
H13 -0.31680 1.21330 -2.09471
H14 -1.60929 1.95544 -1.00822
C6 -2.60469 0.07897 0.08749
H15 2.91203 -0.01965 2.84345
H16 0.16277 -0.43490 -0.83404

As for the LUMO energy: 0.98 eV. Its structure (SMILES) is CC(C)O.CCC. Its net charge is 0. For the frontier orbital gap, the calculation gives 0.4022 Eh. As for the multiplicity: 1. The value obtained for the molar mass is 104.193 g mol⁻¹. The calculation puts the relative energy (zero: lowest compared OMol25 entry of this formula, charge and spin) at 232.4 kJ/mol.

Listed below, in e, are the Löwdin charges computed for each atom: 0.159 0.044 0.022 0.057 0.078 -0.167 -0.095 -0.335 0.051 0.061 -0.430 0.127 0.110 0.109 -0.043 -0.078 0.091 0.118 0.074 0.057 -0.063 0.060 -0.006

=====

The following is a quantum chemistry calculation of one molecule with the formula C5H8O, from the Open Molecules 2025 dataset.

Geometry (Å):
H1 1.98992 -1.72835 0.28978
C1 -0.89028 0.11623 -0.34875
O1 -2.17281 0.55524 0.09112
H2 -0.55429 -1.94954 0.87624
C2 1.20855 -0.98453 0.14089
H3 -0.45944 -1.97336 -0.84722
C3 -0.26515 -1.32475 0.01411
H4 -2.10870 1.51932 0.19262
H5 -0.93801 0.05971 -1.44443
C4 1.44511 0.32401 0.14395
H6 -0.08002 1.46092 1.11008
H7 0.22650 2.01261 -0.54571
H8 2.41970 0.79093 0.23361
C5 0.17892 1.12157 0.09371

As for the LUMO energy: 1.03 eV. Its structure (SMILES) is OC1CC=CC1. Its net charge is 0. For the frontier orbital gap, the calculation gives 0.3801 Eh. As for the multiplicity: 1. The value obtained for the molar mass is 84.118 g mol⁻¹. The calculation puts the relative energy (zero: lowest compared OMol25 entry of this formula, charge and spin) at 118.1 kJ/mol.

Listed below, in e, are the Löwdin charges computed for each atom: 0.101 -0.344 -0.045 0.112 -0.109 0.099 -0.106 0.086 0.138 -0.108 0.125 0.117 0.100 -0.166

=====

The following is a quantum chemistry calculation of C4H11BrFN3O4S as an isolated structure, from the Open Molecules 2025 dataset.

Geometry (Å):
H1 0.62495 -1.60754 1.21495
N1 -3.39130 3.10831 0.04489
O1 -1.33972 2.80233 0.92456
H2 -3.25732 2.29901 -0.54706
H3 -4.25668 3.61806 -0.01318
N2 -2.61390 4.51957 1.63446
C1 2.64233 -2.06718 -0.11511
S1 -1.06553 -2.27462 -0.84324
O2 -0.43872 -3.55731 -0.18156
F1 -2.62317 -1.99763 -0.17427
H4 -1.87927 4.80062 2.27077
H5 -3.46541 5.05442 1.60483
H6 1.93126 -2.68329 -0.84728
N3 -0.00450 -0.88996 -0.84725
H7 0.45845 0.30134 1.03137
H8 4.00285 -2.24149 -1.96165
C2 -2.38174 3.43633 0.87139
H9 4.85810 -1.28228 -0.51505
O3 2.19118 -0.67567 0.10253
Br1 -0.83535 0.67106 -1.46332
C3 4.15502 -2.17815 -0.78524
O4 -1.30329 -2.64916 -2.35677
H10 2.67486 -2.57339 0.95193
C4 0.73259 -0.69753 0.45663
H11 4.58432 -3.23587 -0.45732

As for the LUMO energy: -1.06 eV. Its net charge is 0. For the frontier orbital gap, the calculation gives 0.3370 Eh. As for the multiplicity: 1. The value obtained for the molar mass is 296.118 g mol⁻¹.

Listed below, in e, are the Löwdin charges computed for each atom: 0.149 0.154 -0.029 0.077 0.101 0.152 -0.252 0.807 -0.339 -0.253 0.114 0.099 0.124 -0.628 0.149 0.085 -0.723 0.084 -0.197 0.844 -0.098 -0.364 0.131 -0.274 0.089

=====

The following is a quantum chemistry calculation of C35H34F10MnN5O as an isolated structure, from the Open Molecules 2025 dataset.

Geometry (Å):
C1 0.23032 -1.55485 1.95104
N1 -1.06777 2.30700 0.45631
C2 1.29353 1.95024 -0.13987
C3 0.23156 -0.88403 -5.61377
H1 1.96833 -5.08712 -0.58241
F1 5.56333 -2.14129 -0.15815
H2 -2.39859 3.52998 -0.59591
F2 2.36208 1.51414 -2.55495
C4 -1.38130 3.55608 -0.20471
H3 -1.54650 -1.13117 3.13861
N2 0.19502 -1.59359 -1.42328
N3 -2.40720 -0.35198 0.48720
H4 1.90420 -4.54306 -3.13484
H5 0.81340 2.16519 -1.10536
C5 -0.80318 -0.42081 -4.82404
H6 3.65502 -4.32840 -3.19015
F3 -5.23908 0.20100 -0.33469
F4 3.37115 -1.36621 1.08646
H7 0.23324 -0.71210 -6.68260
H8 2.58245 -5.54664 2.02542
C6 -0.82130 -0.62238 -3.45035
F5 4.63414 0.81128 -3.69359
C7 2.57136 -2.45299 -3.13993
H9 3.40477 -1.91690 -3.60089
H10 -1.62525 0.11390 -5.28129
C8 -2.28856 1.40498 -2.99843
C9 -3.30063 -1.25308 -0.00814
H11 -2.87177 -0.66972 -2.86281
C10 5.15202 -0.66712 -1.94296
C11 -2.06418 1.90944 1.44836
H12 1.64498 0.39624 4.23662
H13 -2.62413 2.78147 1.81640
H14 1.55685 -3.44032 3.37683
H15 -0.70251 3.71979 -1.04158
F6 -1.72182 -3.03753 0.08798
C12 1.51138 -3.65642 2.32434
H16 0.08167 0.64788 3.44388
C13 1.72112 -4.47623 0.27149
H17 2.67078 -4.03029 -4.62719
C14 2.71263 0.12136 -0.64159
C15 -3.03684 0.92267 0.84805
C16 1.03694 -3.26617 0.20344
O1 1.22811 -0.99552 2.85628
F7 -5.88563 -4.21748 -1.64853
H18 -3.85408 0.76608 1.56424
Mn1 -0.26680 -0.29110 0.38440
C17 -0.97031 -1.99284 2.79942
H19 0.25020 -0.61880 4.66198
C18 -5.49070 -1.99265 -0.92221
C19 1.29986 -1.78800 -3.63386
C20 0.63732 -2.74790 -1.07122
H20 2.19140 2.58193 -0.08798
H21 -1.63699 -2.61981 2.22385
H22 -1.56213 1.46774 2.31446
H23 -2.59634 1.55439 -4.03302
H24 -3.09861 1.76375 -2.36088
F8 -3.29812 -4.81844 -0.93986
C21 0.76776 -0.11445 3.83539
N4 0.90665 -2.78435 1.48270
C22 -3.76477 -3.57474 -0.77956
N5 1.61865 0.53737 0.05447
H25 2.12655 -1.86513 -5.59568
C23 4.32449 0.28423 -2.49995
H26 -0.63905 -2.56131 3.67871
F9 -6.74277 -1.65050 -1.26290
H27 -3.47092 1.42318 -0.02380
H28 -1.78632 -0.13866 -1.61381
C24 1.27728 -1.54230 -5.00373
C25 0.29544 2.29719 0.95580
C26 -4.65305 -1.02345 -0.39587
C27 4.76558 -1.23779 -0.74212
C28 3.59851 -0.84924 -0.11706
H29 -1.41009 2.02676 -2.81499
H30 0.79319 -3.49082 -1.85311
C29 -1.98251 -0.05733 -2.67752
C30 3.14107 0.64117 -1.88010
H31 0.36965 1.47266 1.67508
C31 2.03397 -4.71599 1.61390
C32 0.21390 -1.35533 -2.83541
H32 -1.29040 4.40962 0.48823
H33 2.69524 -2.34140 -2.06356
F10 6.27676 -1.05588 -2.56544
C33 -5.06920 -3.28421 -1.13188
C34 -2.94378 -2.60857 -0.24345
H34 0.55156 3.20074 1.53688
C35 2.70449 -3.92408 -3.54162

As for the LUMO energy (alpha / beta): 2.66 / 2.66 eV. Its net charge is -1. For the frontier orbital gap (alpha / beta), the calculation gives 0.2550 / 0.2643 Eh. As for the multiplicity: 2. The value obtained for the molar mass is 785.609 g mol⁻¹. The calculation puts the relative energy (zero: lowest compared OMol25 entry of this formula, charge and spin) at 0.0 kJ/mol.

Listed below, in e, are the Löwdin charges computed for each atom: -0.388 -0.223 -0.223 -0.083 0.100 0.106 0.081 0.073 -0.090 0.065 0.085 -0.051 0.061 0.093 -0.051 0.076 0.043 0.122 0.097 0.086 -0.148 0.101 -0.210 0.107 0.103 -0.080 -0.198 0.124 -0.180 -0.189 0.092 0.121 0.123 0.079 0.077 -0.074 0.056 -0.035 0.068 -0.189 -0.229 -0.222 -0.195 0.091 0.122 0.686 -0.066 0.081 -0.166 -0.148 -0.095 0.122 0.062 0.100 0.060 0.061 0.109 -0.141 -0.002 -0.156 -0.052 0.112 -0.178 0.077 0.098 0.096 0.054 -0.056 -0.209 -0.138 -0.164 -0.160 0.072 0.114 -0.191 -0.152 0.074 -0.072 -0.125 0.088 0.085 0.093 -0.167 -0.150 0.128 -0.080

=====

The following is a quantum chemistry calculation of one molecule with the formula C4H6O2, from the Open Molecules 2025 dataset.

Geometry (Å):
C1 1.25519 0.23314 -0.03294
H1 -0.43631 -1.96862 1.15092
C2 -0.85903 0.10880 0.61599
O1 1.12585 -1.03574 0.08796
H2 -1.38846 0.35062 1.52741
O2 -0.26370 1.26692 -1.50802
C3 0.00812 1.04657 -0.09598
H3 0.13278 2.02739 0.37638
H4 2.28324 0.58265 -0.12477
H5 -1.12242 0.83434 -1.63945
H6 -0.65527 -1.72959 -0.60409
C4 -0.37625 -1.24090 0.33897

As for the LUMO energy (alpha / beta): -0.27 / 0.00 eV. Its net charge is 0. For the frontier orbital gap (alpha / beta), the calculation gives 0.2507 / 0.2711 Eh. As for the multiplicity: 1. The value obtained for the molar mass is 86.090 g mol⁻¹. The calculation puts the relative energy (zero: lowest compared OMol25 entry of this formula, charge and spin) at 403.8 kJ/mol.

Listed below, in e, are the Löwdin charges computed for each atom: -0.002 0.123 -0.096 0.009 0.077 -0.051 -0.414 0.138 0.146 0.083 0.120 -0.133

=====

The following is a quantum chemistry calculation of C15H40IInNO4 as an isolated structure, from the Open Molecules 2025 dataset.

Geometry (Å):
H1 -2.08268 4.93957 -1.35454
In1 -0.84638 2.49714 -1.89591
C1 -0.12924 -2.44150 1.02433
H2 3.32987 0.95711 3.15449
H3 -3.81767 3.28627 -1.09001
O1 2.09047 -3.69296 3.38681
I1 -2.98043 2.45702 1.27874
H4 3.15633 3.46643 3.20085
H5 -1.44037 5.18932 -3.78216
C2 -1.02192 4.67292 -1.35935
C3 -5.21894 1.72859 -0.64805
C4 -2.04442 -3.86344 -3.15888
C5 2.84636 1.50866 2.33965
H6 -0.61096 -4.32150 0.92322
H7 1.85119 3.38613 2.01445
H8 1.04986 2.14172 0.07389
C6 -2.83185 1.45729 -1.57061
H9 4.61230 -2.66101 3.69514
H10 4.50722 2.17991 1.57876
H11 2.96582 1.34517 -1.03097
H12 3.68036 -1.66085 2.57829
H13 -0.66010 4.82782 -0.34383
H14 -0.68709 -1.50721 0.97821
H15 -2.30265 -3.18322 -2.34501
H16 -0.48166 2.37939 -3.64024
O2 -1.45852 -5.67351 -1.63124
H17 0.32841 -2.52442 2.01352
O3 -1.08984 -3.48986 0.85976
H18 0.50744 6.14175 -1.93300
H19 2.79508 -4.34532 3.38788
H20 -1.69343 -5.08761 -0.90406
H21 4.05425 -1.06380 4.20392
H22 2.02520 0.90398 1.95651
H23 -3.30086 1.29697 -2.54572
C7 2.06178 1.32336 -1.64120
H24 2.63262 -2.85303 5.20400
H25 -2.65350 -3.60501 -4.02657
H26 2.13767 2.09920 -2.40038
H27 2.05178 0.35835 -2.14863
N1 -0.66850 5.80601 -3.52615
H28 -1.99354 -5.98536 -3.55082
H29 -5.80433 2.12159 -1.47940
O4 3.76846 1.65224 1.26518
C8 -2.26771 -5.30610 -2.74386
H30 -5.23302 0.64277 -0.71179
C9 0.79904 1.50137 -0.77488
C10 3.78641 -1.94811 3.62447
H31 -2.67115 0.47432 -1.12414
H32 1.61093 2.72134 3.63983
H33 1.48547 -3.41191 -0.04160
H34 -3.32472 -5.47480 -2.50720
H35 -5.72603 2.01330 0.27239
H36 -0.99589 -3.69825 -3.40690
H37 1.63717 -1.64600 0.07646
H38 1.68124 -1.85844 4.09660
C11 -0.35279 5.58552 -2.31121
C12 -3.79332 2.26340 -0.72072
H39 0.46701 -2.37058 -1.03693
C13 2.50630 -2.56739 4.15355
H40 0.49230 0.53510 -0.37074
C14 0.93230 -2.46858 -0.05544
C15 2.33283 2.84877 2.83123

As for the LUMO energy: 2.26 eV. Its net charge is -1. For the frontier orbital gap, the calculation gives 0.2513 Eh. As for the multiplicity: 1. The value obtained for the molar mass is 540.210 g mol⁻¹.

Listed below, in e, are the Löwdin charges computed for each atom: 0.027 0.581 -0.300 0.087 0.042 -0.089 0.751 0.070 0.013 -0.293 -0.197 -0.089 -0.326 0.072 0.071 -0.003 -0.395 0.071 0.078 0.029 0.075 0.014 0.111 0.074 -0.082 -0.091 0.086 -0.090 0.081 0.078 0.052 0.065 0.105 0.029 -0.231 0.106 0.071 0.033 0.050 0.024 0.105 0.070 -0.083 -0.327 0.069 -0.353 -0.092 0.018 0.074 0.073 0.106 0.033 0.075 0.066 0.108 -0.419 -0.875 0.074 -0.317 -0.003 -0.079 -0.082